{"formula": "C82H210N12O29", "method": "ωB97M-V/def2-TZVPD", "lumo_energy_ev": 0.50, "e_above_lowest_ev": 1.172, "molar_mass_g_mol": 1828.6, "total_energy_ha": -6088.4888, "elements": ["C", "C", "O", "H", "H", "H", "H", "H", "H", "C", "C", "O", "H", "H", "H", "H", "H", "H", "C", "C", "O", "H", "H", "H", "H", "H", "H", "C", "C", "O", "H", "H", "H", "H", "H", "H", "C", "C", "O", "H", "H", "H", "H", "H", "H", "C", "O", "C", "C", "N", "C", "C", "O", "C", "H", "H", "H", "H", "H", "H", "H", "H", "H", "H", "H", "H", "H", "H", "H", "C", "O", "C", "C", "N", "C", "C", "O", "C", "H", "H", "H", "H", "H", "H", "H", "H", "H", "H", "H", "H", "H", "H", "H", "C", "O", "C", "C", "N", "C", "C", "O", "C", "H", "H", "H", "H", "H", "H", "H", "H", "H", "H", "H", "H", "H", "H", "H", "C", "O", "C", "C", "N", "C", "C", "O", "C", "H", "H", "H", "H", "H", "H", "H", "H", "H", "H", "H", "H", "H", "H", "H", "C", "O", "C", "C", "N", "C", "C", "O", "C", "H", "H", "H", "H", "H", "H", "H", "H", "H", "H", "H", "H", "H", "H", "H", "C", "O", "C", "C", "N", "C", "C", "O", "C", "H", "H", "H", "H", "H", "H", "H", "H", "H", "H", "H", "H", "H", "H", "H", "C", "O", "C", "C", "N", "C", "C", "O", "C", "H", "H", "H", "H", "H", "H", "H", "H", "H", "H", "H", "H", "H", "H", "H", "C", "O", "C", "C", "N", "C", "C", "O", "C", "H", "H", "H", "H", "H", "H", "H", "H", "H", "H", "H", "H", "H", "H", "H", "C", "O", "C", "C", "N", "C", "C", "O", "C", "H", "H", "H", "H", "H", "H", "H", "H", "H", "H", "H", "H", "H", "H", "H", "C", "O", "C", "C", "N", "C", "C", "O", "C", "H", "H", "H", "H", "H", "H", "H", "H", "H", "H", "H", "H", "H", "H", "H", "C", "O", "C", "C", "N", "C", "C", "O", "C", "H", "H", "H", "H", "H", "H", "H", "H", "H", "H", "H", "H", "H", "H", "H", "C", "O", "C", "C", "N", "C", "C", "O", "C", "H", "H", "H", "H", "H", "H", "H", "H", "H", "H", "H", "H", "H", "H", "H"], "positions_angstrom": [[2.235, -1.759, 5.487], [1.578, -1.642, 6.888], [1.183, -2.898, 7.352], [1.549, -1.981, 4.669], [3.010, -2.524, 5.520], [2.735, -0.818, 5.259], [0.717, -0.974, 6.866], [2.280, -1.148, 7.559], [1.934, -3.219, 7.855], [2.277, -5.965, -2.880], [1.258, -5.719, -1.754], [1.476, -6.725, -0.807], [3.287, -5.837, -2.490], [2.094, -5.217, -3.652], [2.220, -6.981, -3.269], [0.222, -5.833, -2.074], [1.385, -4.790, -1.199], [0.721, -7.318, -0.821], [3.536, -0.524, -2.086], [2.669, -1.675, -2.401], [2.214, -1.445, -3.700], [4.242, -0.191, -2.846], [4.114, -0.750, -1.190], [2.933, 0.334, -1.789], [1.882, -1.825, -1.662], [3.293, -2.569, -2.389], [2.908, -0.929, -4.116], [1.598, -0.458, 1.383], [0.128, -0.714, 1.513], [-0.575, 0.401, 1.079], [1.825, -0.149, 0.362], [2.222, -1.324, 1.602], [1.928, 0.394, 1.977], [-0.215, -1.003, 2.506], [-0.159, -1.501, 0.815], [-1.362, 0.087, 0.627], [-2.101, -0.786, 5.424], [-2.985, -1.899, 4.899], [-3.044, -2.969, 5.785], [-1.121, -1.262, 5.450], [-2.364, -0.425, 6.419], [-2.038, 0.074, 4.757], [-2.682, -2.243, 3.911], [-4.022, -1.571, 4.831], [-3.112, -2.579, 6.660], [6.450, 0.600, 9.350], [6.685, -0.328, 8.299], [5.697, -0.336, 7.258], [6.009, -1.495, 6.230], [5.915, -2.770, 6.932], [6.174, -3.890, 6.038], [7.598, -3.973, 5.434], [8.503, -4.120, 6.452], [9.840, -4.189, 6.036], [5.849, 1.454, 9.037], [7.406, 0.899, 9.778], [5.894, 0.101, 10.145], [5.535, 0.619, 6.758], [4.721, -0.542, 7.697], [6.973, -1.248, 5.786], [5.301, -1.519, 5.402], [6.591, -2.652, 7.672], [5.409, -3.823, 5.264], [6.015, -4.790, 6.632], [7.703, -3.069, 4.834], [7.637, -4.811, 4.738], [10.153, -3.360, 5.401], [10.209, -5.108, 5.581], [10.462, -3.958, 6.901], [2.414, -4.394, 2.092], [3.640, -3.868, 1.666], [4.188, -4.481, 0.534], [4.535, -6.020, 0.719], [5.662, -6.186, 1.650], [5.996, -7.602, 1.722], [6.930, -7.845, 2.903], [6.297, -7.349, 4.085], [7.193, -7.717, 5.189], [2.501, -5.410, 2.475], [1.618, -4.297, 1.353], [2.048, -3.723, 2.869], [5.024, -3.895, 0.151], [3.506, -4.334, -0.303], [4.793, -6.385, -0.275], [3.696, -6.606, 1.095], [5.284, -6.064, 2.579], [6.576, -7.771, 0.815], [5.152, -8.292, 1.740], [7.846, -7.291, 2.695], [7.173, -8.908, 2.890], [6.650, -7.367, 6.067], [8.130, -7.160, 5.203], [7.395, -8.770, 5.385], [0.518, 1.996, -3.071], [-0.345, 2.893, -3.692], [-0.621, 2.752, -5.077], [0.594, 2.844, -6.004], [0.187, 2.699, -7.384], [1.219, 3.146, -8.420], [0.809, 2.712, -9.858], [1.004, 1.338, -10.022], [0.620, 0.897, -11.338], [0.254, 0.955, -3.257], [0.465, 2.039, -1.983], [1.587, 2.081, -3.265], [-1.229, 3.602, -5.386], [-1.206, 1.862, -5.308], [1.242, 2.023, -5.699], [1.109, 3.789, -5.831], [0.055, 1.701, -7.467], [2.207, 2.730, -8.227], [1.372, 4.224, -8.478], [1.425, 3.357, -10.484], [-0.240, 2.954, -10.032], [-0.462, 1.032, -11.326], [0.796, -0.143, -11.612], [1.010, 1.494, -12.163], [2.936, 11.485, -2.120], [2.398, 10.149, -2.029], [2.064, 9.537, -3.231], [1.013, 8.351, -3.059], [1.605, 7.322, -2.181], [0.656, 6.315, -1.774], [1.208, 5.298, -0.746], [1.728, 5.975, 0.483], [2.217, 5.030, 1.460], [3.777, 11.583, -2.806], [3.245, 11.920, -1.170], [2.108, 12.060, -2.534], [3.012, 9.267, -3.697], [1.705, 10.229, -3.992], [0.708, 7.998, -4.045], [0.197, 8.834, -2.521], [2.041, 7.703, -1.354], [0.362, 5.773, -2.674], [-0.262, 6.793, -1.431], [2.062, 4.775, -1.176], [0.559, 4.468, -0.467], [2.283, 5.518, 2.432], [3.167, 4.552, 1.217], [1.511, 4.213, 1.608], [3.590, 3.900, 4.872], [2.171, 3.800, 4.761], [1.741, 2.600, 3.999], [0.209, 2.450, 3.883], [-0.378, 2.380, 5.219], [-1.772, 2.741, 5.281], [-2.310, 2.887, 6.654], [-1.964, 4.222, 7.137], [-2.104, 4.380, 8.525], [3.914, 4.758, 5.462], [3.924, 4.139, 3.862], [3.946, 2.981, 5.336], [2.151, 1.710, 4.477], [2.174, 2.609, 2.999], [0.095, 1.485, 3.389], [-0.235, 3.252, 3.292], [0.235, 2.919, 5.814], [-2.444, 2.103, 4.708], [-1.883, 3.710, 4.795], [-1.835, 2.146, 7.298], [-3.390, 2.741, 6.636], [-3.138, 4.252, 8.847], [-1.879, 5.427, 8.726], [-1.494, 3.731, 9.152], [4.645, 2.697, -3.389], [4.933, 4.017, -3.958], [3.739, 4.721, -4.266], [4.102, 6.052, -4.981], [3.033, 7.010, -5.209], [2.070, 6.452, -6.152], [1.358, 7.487, -7.032], [0.039, 7.823, -6.542], [-0.332, 9.174, -6.738], [5.557, 2.120, -3.236], [4.035, 2.142, -4.101], [4.125, 2.726, -2.431], [3.241, 5.053, -3.355], [3.081, 4.145, -4.917], [4.793, 5.899, -5.810], [4.785, 6.574, -4.311], [2.599, 7.171, -4.311], [1.311, 5.906, -5.593], [2.582, 5.680, -6.727], [1.230, 7.107, -8.046], [1.980, 8.382, -7.047], [0.284, 9.879, -6.181], [-1.362, 9.323, -6.412], [-0.282, 9.500, -7.777], [-7.023, -0.952, 1.786], [-7.234, -0.453, 0.456], [-6.892, 0.873, 0.266], [-7.474, 1.404, -1.038], [-8.847, 1.710, -0.906], [-9.420, 2.202, -2.181], [-10.955, 2.357, -1.860], [-11.618, 2.869, -2.967], [-11.978, 1.817, -3.844], [-5.984, -0.882, 2.108], [-7.359, -1.976, 1.947], [-7.519, -0.365, 2.559], [-5.809, 0.785, 0.352], [-7.287, 1.449, 1.104], [-7.346, 0.544, -1.695], [-6.890, 2.276, -1.336], [-8.849, 2.525, -0.309], [-9.239, 1.490, -2.987], [-8.936, 3.122, -2.508], [-11.128, 3.072, -1.056], [-11.393, 1.433, -1.481], [-12.744, 1.198, -3.377], [-11.171, 1.138, -4.122], [-12.383, 2.264, -4.752], [-3.720, 3.673, -0.219], [-3.877, 2.355, -0.781], [-2.727, 1.844, -1.481], [-2.710, 0.333, -1.574], [-2.964, -0.239, -0.235], [-3.242, -1.684, -0.224], [-4.562, -2.215, -0.922], [-4.276, -2.395, -2.327], [-5.424, -2.729, -3.109], [-2.810, 3.888, 0.343], [-4.553, 3.809, 0.470], [-3.624, 4.400, -1.025], [-1.846, 2.240, -0.975], [-2.763, 2.384, -2.427], [-1.724, -0.024, -1.873], [-3.541, 0.069, -2.229], [-3.670, 0.362, 0.165], [-3.333, -1.953, 0.829], [-2.350, -2.226, -0.536], [-5.367, -1.494, -0.780], [-4.878, -3.191, -0.553], [-6.168, -1.933, -3.135], [-5.961, -3.571, -2.672], [-5.139, -3.055, -4.109], [-4.860, 6.910, 8.736], [-5.556, 5.984, 7.938], [-6.212, 4.974, 8.632], [-7.097, 4.124, 7.676], [-6.180, 3.267, 6.852], [-6.828, 2.353, 5.941], [-5.821, 1.619, 5.003], [-5.094, 2.509, 4.097], [-4.462, 1.898, 2.992], [-4.194, 6.368, 9.407], [-5.592, 7.458, 9.330], [-4.199, 7.502, 8.104], [-6.880, 5.266, 9.442], [-5.507, 4.314, 9.136], [-7.732, 4.791, 7.092], [-7.765, 3.487, 8.254], [-5.411, 3.818, 6.499], [-7.605, 2.860, 5.368], [-7.389, 1.655, 6.563], [-6.435, 0.971, 4.378], [-5.201, 0.946, 5.595], [-5.242, 1.836, 2.234], [-4.175, 0.859, 3.156], [-3.665, 2.475, 2.525], [5.405, -1.242, 2.414], [6.528, -0.448, 2.045], [6.533, -0.032, 0.681], [7.770, 0.714, 0.206], [7.536, 1.284, -1.117], [8.715, 1.989, -1.583], [8.423, 2.606, -2.924], [8.057, 1.600, -3.829], [8.135, 2.036, -5.127], [5.458, -1.561, 3.455], [5.310, -2.119, 1.774], [4.459, -0.706, 2.348], [5.715, 0.686, 0.630], [6.477, -0.947, 0.092], [8.663, 0.090, 0.150], [8.127, 1.421, 0.955], [7.425, 0.571, -1.823], [9.572, 1.323, -1.689], [9.057, 2.741, -0.873], [9.278, 3.124, -3.358], [7.607, 3.327, -2.870], [7.445, 2.853, -5.339], [7.815, 1.166, -5.699], [9.147, 2.306, -5.428], [-1.365, -3.409, -3.610], [-1.857, -4.533, -4.317], [-2.411, -4.218, -5.568], [-2.769, -5.507, -6.289], [-3.677, -5.339, -7.394], [-3.752, -6.607, -8.150], [-4.697, -6.515, -9.333], [-6.066, -6.447, -8.879], [-6.965, -6.273, -9.943], [-0.455, -3.040, -4.084], [-1.057, -3.610, -2.584], [-2.133, -2.637, -3.554], [-1.754, -3.624, -6.203], [-3.299, -3.597, -5.446], [-3.118, -6.252, -5.574], [-1.836, -5.916, -6.677], [-4.606, -5.181, -7.032], [-4.153, -7.326, -7.434], [-2.747, -6.838, -8.503], [-4.603, -7.459, -9.870], [-4.458, -5.635, -9.929], [-6.958, -5.269, -10.367], [-7.975, -6.512, -9.611], [-6.698, -6.934, -10.768], [-1.927, -5.162, 2.382], [-2.732, -5.116, 1.218], [-2.035, -5.545, 0.055], [-3.012, -6.087, -1.017], [-3.482, -7.415, -0.761], [-4.241, -7.483, 0.455], [-5.057, -8.764, 0.498], [-6.058, -8.721, -0.513], [-6.946, -9.819, -0.519], [-2.380, -4.717, 3.269], [-0.951, -4.691, 2.271], [-1.812, -6.207, 2.667], [-1.216, -6.202, 0.347], [-1.426, -4.741, -0.357], [-2.444, -6.125, -1.946], [-3.829, -5.372, -1.118], [-4.243, -7.613, -1.395], [-4.887, -6.610, 0.551], [-3.511, -7.489, 1.264], [-5.499, -8.795, 1.494], [-4.407, -9.637, 0.431], [-7.588, -9.762, 0.360], [-6.577, -10.837, -0.643], [-7.564, -9.580, -1.384]]}